(1)
A structure of composition C38H54Ge2N2O5Ru. Source: OMol25; level of theory: ωB97M-V/def2-TZVPD.

```
102
Properties=species:S:1:pos:R:3:forces:R:3
H 4.10702 -2.06765 1.91223 0.139 -0.010 0.036
H -4.93978 1.31445 1.83033 -0.045 -0.027 -0.029
C -1.39098 -2.59205 -1.60197 -2.712 -1.790 3.002
H 4.35572 1.59145 -5.37217 -0.150 0.056 0.039
C -3.20038 -2.89455 0.33803 -0.098 0.294 0.551
N 3.22912 0.84475 -3.80687 -0.446 -0.115 0.289
H 3.38392 -1.19375 3.26703 0.122 0.023 0.139
H 3.94542 1.81125 1.99503 0.023 0.089 0.131
H -3.90568 -3.58555 -1.55547 0.003 -0.110 0.044
H 3.27342 -2.94725 3.19553 -0.043 -0.068 -0.028
H 5.04272 2.46125 -2.51267 -0.028 0.039 0.098
H 1.43502 3.00615 -3.41907 -0.006 0.054 -0.047
H -1.91608 3.34375 -1.11117 0.048 -0.021 -0.078
H -0.29138 3.84055 -0.65507 0.011 -0.156 -0.016
H 2.75482 3.06735 -2.23887 0.048 0.032 0.002
C 3.25952 -2.03925 2.59343 0.157 0.561 -0.239
H 5.90472 1.23555 -3.43937 0.073 -0.063 0.007
C 3.55622 -0.51195 -4.21857 -0.173 -0.334 -0.171
H -2.10228 3.29955 2.84433 -0.170 0.071 0.013
O -1.12228 1.24715 -3.22317 0.570 0.178 0.515
Ge -1.06938 1.80355 0.74943 -0.187 2.091 1.389
H -1.21718 5.08205 1.31073 -0.030 0.060 0.103
C 0.54702 3.94425 5.54873 0.014 0.067 0.108
C 4.38592 1.07615 1.32673 -0.227 -0.112 0.212
H 1.84602 2.74685 4.36153 0.065 -0.053 0.009
C 5.30742 2.14105 -3.51777 -0.204 -0.022 -0.221
C 2.64002 -0.99295 -5.34007 0.150 0.027 0.156
H -1.53768 -5.13725 -1.51607 -0.131 0.011 0.021
H -5.16958 -2.38755 3.04853 -0.041 0.024 0.103
H 3.84602 -0.10275 -0.39367 -0.055 -0.020 -0.117
C 0.13432 1.93605 2.40333 0.136 -0.666 -1.183
H 1.29412 4.11425 6.30963 0.088 0.084 0.023
H -6.24258 -3.79555 -0.83167 -0.060 -0.028 -0.109
C -5.49548 -3.44425 -0.13747 0.000 0.037 0.166
H 1.67302 -0.79825 -2.66877 -0.182 0.081 0.097
C -1.27798 3.58785 -0.25767 0.155 -0.984 0.085
C -3.57678 -2.55065 1.64073 -0.013 -0.160 -0.210
H -3.04498 1.18285 -4.01467 0.040 0.003 -0.027
C -4.89628 -2.64885 2.03713 -0.112 0.045 0.155
C -2.88798 0.99865 1.32603 0.715 -0.412 -0.652
H 5.25422 1.52985 0.84773 0.041 0.030 0.003
H 3.12792 1.50525 -0.34737 -0.085 -0.058 -0.069
H 5.91222 2.91535 -3.98087 0.128 0.068 0.003
C 4.05912 1.89705 -4.36587 0.371 0.410 0.121
H -2.66758 0.24715 2.08853 0.126 -0.052 -0.068
H -2.83128 -2.24865 2.36423 0.046 0.004 0.067
H -6.89048 -3.16935 1.46293 -0.117 -0.051 0.058
C -1.14248 -5.25475 -0.51937 0.001 0.144 -0.117
H -2.64608 4.72645 4.78663 -0.124 0.073 -0.001
H 3.48182 2.81705 -4.45687 0.011 -0.087 -0.088
C -1.72418 -2.83655 0.02093 0.124 -0.345 -2.961
C -0.06748 -5.58865 2.00563 0.066 -0.150 0.156
H -1.82998 2.12765 -4.92667 0.081 -0.063 0.125
O -2.06788 -3.20155 -2.38917 0.177 0.108 -1.190
H -0.50338 -3.51915 2.30463 -0.021 0.068 0.092
H -4.14868 2.76935 1.22993 -0.115 0.093 -0.007
H 1.60222 -1.01305 -5.01787 -0.130 -0.029 0.016
C 3.39392 0.64185 0.26373 -0.790 -0.327 -0.534
C 1.94792 -1.95245 1.83623 -0.778 -0.162 -0.874
H 1.11952 -2.08785 2.52913 -0.166 0.136 -0.180
H -2.85188 4.62695 0.81013 -0.098 0.060 0.129
H 0.33952 -5.72045 2.99663 0.069 -0.003 0.118
C -1.66758 4.28115 4.69913 -0.041 0.187 0.162
H -1.78838 0.33945 -4.95927 0.007 0.044 0.105
C 1.12282 1.03035 2.45703 -0.357 -0.247 -0.804
H -1.86488 5.64765 -0.22517 -0.029 0.063 -0.005
H -3.84188 2.19425 2.87703 -0.015 0.079 0.015
C -0.68088 -6.49515 -0.11967 0.036 -0.057 0.168
C -2.01198 1.21945 -4.35577 -0.551 -0.142 -0.290
H 0.20682 -7.64095 1.46033 0.013 -0.106 0.039
H 3.49942 -1.18665 -3.35927 0.098 0.056 -0.007
C 0.85002 3.15205 4.46063 -0.196 -0.090 -0.161
C -0.71318 4.51065 5.67873 -0.068 -0.042 -0.116
H 1.88652 -2.74345 1.08883 -0.128 -0.034 0.055
H 2.71892 -0.33495 -6.20157 0.005 0.059 -0.101
C -1.36898 3.48155 3.61403 0.326 -0.243 -0.087
C -0.53518 -4.34855 1.61673 -0.191 -0.004 -0.256
H 4.59122 -0.51665 -4.56107 -0.011 0.025 0.121
Ge 1.61672 -0.14685 0.94793 2.211 1.304 3.134
H 2.92642 -1.99425 -5.64547 -0.015 -0.132 -0.065
C -4.17598 -3.34335 -0.54127 0.027 0.037 -0.301
H -3.25518 0.48905 0.43003 0.092 -0.088 0.130
O -2.60548 0.23865 -1.83467 1.190 0.458 -0.129
H 4.73142 0.23225 1.91353 0.107 -0.022 0.149
C 2.23332 1.08285 -2.94357 0.466 0.727 -0.170
O -0.42178 -1.84735 -1.74307 3.019 3.377 -0.771
H 1.14602 2.45375 -1.76457 0.244 0.141 -0.199
C -5.86008 -3.10045 1.15203 -0.074 0.092 0.009
C -4.01268 1.88555 1.84873 0.259 0.280 -0.022
H -0.94378 5.13785 6.52693 -0.025 0.014 0.064
C -0.12058 2.87275 3.48863 -0.200 0.452 0.576
C -1.51888 0.69785 -2.09827 -1.981 0.547 -0.087
C -1.08558 -4.16735 0.34843 0.279 -0.075 0.720
C -0.15028 -6.67215 1.14753 0.086 0.036 -0.064
Ru -0.04078 0.24145 -0.82427 -0.073 -5.951 -3.603
C -1.83798 4.80325 0.46323 0.047 -0.088 0.125
N 1.51022 0.16585 -2.39047 -1.016 -0.216 1.356
C 1.89102 2.49735 -2.57107 -0.161 -0.114 0.151
H -1.78528 -1.11675 0.90213 -0.030 -0.393 0.203
H 1.70492 0.91175 3.36433 0.121 0.015 0.148
O -1.09908 -1.77845 0.69953 0.244 1.490 0.754
H -0.75378 -7.33195 -0.79647 0.025 -0.081 -0.101
```
Forces are in eV/Å.

LUMO level (spin up / spin down)	-5.83 / -5.60	eV
multiplicity	2
net charge	+1
E_HOMO (spin up / spin down)	-0.3851 / -0.3854	hartree
orbital gap (spin up / spin down)	4.652 / 4.888	eV

=====

(2)
A structure of composition C38H55As3N2O4P2Sn. Source: OMol25; level of theory: ωB97M-V/def2-TZVPD.

```
105
Properties=species:S:1:pos:R:3:forces:R:3
H 9.11586 11.57030 8.76196 -0.136 0.938 -0.028
C 6.48074 16.09482 9.30473 -0.132 0.253 0.164
C 11.70774 7.67013 13.90504 -0.819 -1.202 -0.521
C 16.08759 9.37480 16.65530 -0.103 0.259 0.853
C 7.94071 14.26112 9.88156 0.413 -0.590 -0.158
C 9.10371 11.95266 11.53021 0.497 0.361 0.566
H 6.61908 15.85749 8.25371 0.363 0.214 -0.303
C 7.80482 15.76209 10.11608 -2.738 -0.710 -0.313
P 15.78310 11.07133 16.09423 2.203 -1.622 -1.608
H 14.67633 15.49376 17.71219 -0.338 0.579 0.287
H 15.24195 9.38230 8.76957 0.348 -0.140 0.359
C 15.36128 10.12730 9.55264 0.005 0.067 0.262
P 14.30413 10.71676 13.37673 -0.006 0.502 0.826
C 15.30554 12.25874 11.39379 -0.202 -0.017 -0.938
H 7.69163 18.35578 7.15249 0.410 -0.368 0.106
C 13.79372 6.71157 13.27836 1.650 -0.988 -1.263
C 12.32831 15.03894 17.82317 1.613 0.321 -0.942
C 7.69854 15.97878 14.62821 1.073 0.482 0.345
H 10.78824 11.71328 8.84524 0.464 0.297 0.404
H 20.13074 14.28901 17.93855 -0.678 -0.784 -0.592
C 12.26403 8.91588 13.85463 0.235 1.193 -0.276
H 16.59257 11.41972 8.27898 -0.958 -0.054 1.546
H 10.00865 12.95750 7.87853 -0.501 -0.683 1.229
H 8.11090 15.54351 15.57596 -0.086 0.454 -0.800
O 14.52381 11.77914 16.53503 -1.137 0.051 0.470
H 10.84336 14.99640 19.14815 0.361 -0.435 0.040
H 9.00993 12.27175 12.57613 -0.126 -0.221 -0.278
As 9.49362 16.49721 7.74776 -0.407 0.477 -0.287
H 18.70766 7.13634 16.84991 -1.017 0.728 0.337
H 7.93113 14.07419 8.79733 -0.017 -0.045 0.287
N 10.79998 13.21904 17.97788 1.893 0.990 0.873
H 9.21461 18.61649 6.29080 -0.141 -0.309 0.121
H 10.16722 17.17400 13.17375 -0.090 0.974 0.537
C 9.90287 12.34886 8.83531 0.319 0.265 -0.949
H 7.06490 13.70840 10.31680 0.893 0.464 -0.206
As 8.59774 15.09791 13.06576 -0.236 0.429 -0.238
C 15.88332 10.80768 14.30248 -0.545 0.824 -0.331
C 16.03012 11.31234 9.26702 -0.460 0.662 -1.447
C 8.92444 16.64692 9.62340 1.703 -0.366 1.402
H 9.09318 19.09738 7.96096 -0.075 -0.637 -0.064
H 14.43184 9.45620 18.13591 0.805 -0.138 -0.724
H 9.79115 16.52897 10.33557 -0.468 -0.216 -0.935
C 12.46518 6.53989 13.56365 -0.589 -0.446 1.140
H 16.36387 9.85037 14.11400 0.224 0.043 -0.013
C 17.20112 12.03626 16.56519 0.020 0.574 1.079
C 10.32808 16.13241 13.05076 -0.270 -1.726 -0.033
H 10.89560 15.63824 13.89600 -0.214 0.900 -1.061
O 13.33916 11.85014 13.79956 0.304 -0.498 0.690
C 13.64808 9.07146 13.61634 -0.263 0.162 -0.513
H 10.40498 12.63670 18.70233 -0.226 0.190 -0.033
H 16.28581 13.36155 9.83669 -0.184 0.208 -0.120
H 10.79714 16.00362 12.05313 -0.033 -0.317 0.882
C 14.80116 9.93399 10.82368 0.606 0.082 -1.063
C 19.30838 13.14226 16.21226 1.095 0.557 0.197
As 9.70979 13.52850 10.47833 -0.468 -1.542 -1.141
C 17.09555 7.34792 18.28830 -1.549 -0.538 1.188
H 6.47524 15.80282 11.88894 0.037 -0.099 -0.233
H 11.55175 9.76851 13.85683 0.870 -0.376 0.318
C 18.29617 12.31482 15.76157 -0.581 -0.245 -0.334
H 14.78130 16.21881 19.36363 -1.002 0.042 -0.640
C 17.28095 8.67431 16.29115 -1.115 0.812 0.395
C 15.82326 12.42288 10.09841 1.250 -0.399 1.047
H 6.17965 17.14889 9.38127 0.209 -0.155 0.048
H 17.78383 8.96370 15.38041 0.362 -0.068 0.056
H 8.67653 17.67238 9.80257 -0.529 0.738 -0.046
H 12.08729 5.49873 13.62608 -0.093 1.001 -0.300
C 18.21152 13.32191 18.34687 1.542 0.203 -0.880
C 19.33431 13.62020 17.53460 -0.931 0.160 -0.369
H 7.88530 17.08511 14.60974 -0.311 -0.974 0.116
H 16.44551 11.61084 13.80314 -0.111 -0.221 0.175
O 12.74579 14.67732 16.68190 -0.617 -0.185 1.996
H 11.85271 16.68616 6.83674 -0.428 -0.077 1.049
H 10.18261 13.48953 17.25010 -1.147 0.243 -0.366
H 10.62787 7.60328 14.05427 0.372 -0.191 0.096
O 12.79083 16.11711 18.50139 0.900 -1.194 -0.872
H 7.71694 17.09005 11.83819 -0.524 -0.769 -0.295
H 16.38079 12.25982 18.50768 -0.876 0.036 0.799
C 17.76945 7.68735 17.12723 1.099 -0.629 -0.840
C 17.17494 12.55694 17.88050 0.486 -0.492 -1.214
H 11.56251 18.11539 7.78135 -0.372 -0.958 0.479
H 6.63854 15.76092 14.67415 -0.218 0.060 -0.329
H 11.97862 16.57253 8.64130 -0.226 -0.050 -0.089
C 14.42437 7.94519 13.28784 -1.130 0.185 0.573
H 14.45158 17.31599 17.92579 -0.281 -1.556 0.597
C 14.26607 16.28122 18.37246 0.436 1.290 -0.532
H 17.47122 6.59050 19.00245 -0.003 0.532 -0.713
C 15.82868 7.90220 18.57438 0.929 0.685 -0.576
C 11.39952 17.00164 7.82020 0.741 1.110 -1.322
H 5.57955 15.49205 9.53998 0.684 0.147 0.537
H 15.28941 7.64690 19.49199 0.206 -0.076 -0.486
H 15.45520 7.95622 12.98565 0.326 0.413 0.082
C 7.50782 16.00915 11.59674 1.072 1.538 1.400
H 20.07929 13.42161 15.47934 -0.171 -0.207 0.621
H 8.14831 11.57744 11.16686 0.105 -0.093 -0.044
C 14.83892 10.99090 11.74427 -0.264 -0.853 -0.791
C 8.78788 18.29951 7.25366 0.223 0.626 -0.270
H 9.89508 11.18865 11.47199 -0.346 0.124 -0.140
H 15.20733 13.08681 12.10687 0.155 -0.236 -0.463
H 14.44025 8.92302 11.02136 -0.253 0.601 0.264
C 15.35519 8.96011 17.75660 -0.338 -0.774 1.625
H 14.40582 5.87243 12.87021 -0.674 0.510 0.744
Sn 12.56620 12.24538 15.83111 -0.042 0.345 -0.279
H 18.33946 11.88470 14.76517 0.159 0.258 0.017
H 18.24345 13.70299 19.33268 -0.299 0.182 0.952
N 11.42951 14.37941 18.57554 -1.574 -0.871 -0.578
```
Forces are in eV/Å.

LUMO level	-5.84	eV
net charge	+2
E_HOMO	-0.4163	hartree
orbital gap	5.487	eV
energy above the lowest of the compared OMol25 structures with the same formula, charge and spin	89.4	kcal/mol